# 1
147
Properties=species:S:1:pos:R:3:mulliken_charge:R:1 method="wB97M-V/def2-TZVPD" largest_force_ev_per_a=2.46 homo_ev=-7.78 smiles="CCOCCCCC[C@@]1(CON=O)[C@@](CCCCl)(CCOC(C)=O)NC(=O)[C@@]1(CC(=O)c1ccccc1)P(O)(O)=S.CCN(CC)CC.CCN(CC)CC.CCN(CC)CC" lumo_energy_ev=-0.4 total_energy_ev=-106565.189
C 4.747 5.354 2.728 -0.96
C 4.052 6.194 1.624 -0.37
O 3.753 5.362 0.509 -0.27
C 4.881 5.273 -0.351 -1.14
C 4.541 4.457 -1.586 -1.07
C 4.273 2.966 -1.258 0.11
C 2.920 2.741 -0.575 -1.70
C 2.150 1.407 -0.654 -1.99
C 2.394 0.294 -1.689 1.49
C 3.876 -0.178 -1.588 -2.18
O 4.407 0.129 -0.274 -0.31
N 5.613 -0.595 -0.144 0.05
O 5.635 -1.189 0.857 -0.30
C 1.585 -0.980 -1.252 1.29
C 2.117 -1.907 -0.118 -0.54
C 2.096 -3.425 -0.451 -1.40
C 3.391 -3.919 -1.087 -0.45
Cl 3.127 -5.594 -1.688 -0.20
C 0.054 -0.948 -1.006 -1.09
C -0.464 -0.180 0.207 -0.47
O -1.756 -0.770 0.543 -0.31
C -2.695 0.228 0.640 0.85
C -3.546 0.547 -0.571 -1.18
O -2.854 0.862 1.664 -0.57
N 1.722 -1.764 -2.530 0.32
C 2.244 -1.048 -3.596 -1.01
O 2.707 -1.499 -4.620 -0.66
C 2.093 0.480 -3.203 2.68
C 3.005 1.298 -4.141 -2.94
C 2.805 2.805 -4.182 0.99
O 2.063 3.427 -3.452 -0.48
C 3.543 3.551 -5.274 -0.27
C 3.627 3.000 -6.537 -0.23
C 4.242 3.671 -7.546 -0.97
C 4.795 4.903 -7.326 -0.31
C 4.726 5.463 -6.083 -1.04
C 4.099 4.779 -5.078 0.01
P 0.369 0.799 -3.835 0.77
O 0.494 1.477 -5.303 -0.44
O -0.352 -0.615 -4.198 -0.67
S -0.773 1.936 -2.775 -0.38
H 4.711 4.311 2.414 0.19
H 5.807 5.616 2.733 0.30
H 4.294 5.477 3.707 0.33
H 4.669 7.049 1.331 0.34
H 3.106 6.594 1.987 0.35
H 5.105 6.300 -0.680 0.54
H 5.777 4.909 0.168 0.39
H 5.414 4.481 -2.241 0.43
H 3.636 4.877 -2.026 0.32
H 5.067 2.699 -0.551 0.62
H 4.479 2.392 -2.162 0.05
H 3.077 2.953 0.483 0.58
H 2.260 3.551 -0.889 0.61
H 2.211 0.922 0.323 0.91
H 1.096 1.671 -0.741 -0.66
H 3.995 -1.251 -1.728 0.46
H 4.540 0.317 -2.297 1.28
H 1.506 -1.847 0.782 0.38
H 3.134 -1.721 0.231 0.26
H 1.201 -3.733 -0.989 0.54
H 2.042 -3.928 0.519 0.63
H 4.133 -4.011 -0.296 0.40
H 3.766 -3.288 -1.887 0.20
H -0.569 -0.665 -1.850 0.23
H -0.219 -1.991 -0.805 0.60
H 0.208 -0.199 1.064 0.25
H -0.676 0.849 -0.084 0.21
H -3.442 -0.204 -1.354 0.34
H -3.241 1.499 -1.009 0.11
H -4.585 0.673 -0.278 0.50
H 0.922 -2.333 -2.769 0.51
H 4.078 1.131 -4.029 1.13
H 2.785 0.955 -5.154 1.02
H 3.172 2.036 -6.720 0.52
H 4.271 3.242 -8.540 0.40
H 5.284 5.444 -8.125 0.39
H 5.118 6.445 -5.865 0.43
H 4.037 5.274 -4.120 0.36
H -0.412 1.745 -5.519 0.45
H 0.039 -0.933 -5.029 0.38
C -6.373 -1.853 4.178 -1.27
C -5.434 -2.298 5.290 -0.30
N -4.342 -3.132 4.823 0.14
C -3.611 -3.774 5.901 -0.68
C -2.837 -2.882 6.881 -0.96
C -3.530 -2.572 3.754 -0.91
C -2.834 -1.229 4.003 -0.05
H -6.766 -2.712 3.631 0.33
H -7.217 -1.311 4.606 0.43
H -5.882 -1.184 3.470 0.14
H -6.023 -2.878 6.006 0.46
H -5.077 -1.407 5.828 0.25
H -2.921 -4.506 5.470 0.32
H -4.327 -4.368 6.478 0.42
H -1.921 -2.495 6.437 0.23
H -2.545 -3.469 7.755 0.40
H -3.435 -2.043 7.236 0.27
H -4.164 -2.463 2.870 0.29
H -2.782 -3.312 3.459 0.34
H -3.484 -0.503 4.492 0.18
H -2.526 -0.798 3.053 -0.29
H -1.932 -1.347 4.605 0.26
C -2.918 7.628 2.320 -1.44
C -4.241 6.895 2.149 -0.30
N -4.320 6.128 0.921 0.17
C -5.661 5.654 0.626 -0.69
C -6.297 4.642 1.588 -0.81
C -3.252 5.167 0.702 -1.02
C -3.043 4.074 1.759 -0.38
H -2.715 8.273 1.464 0.33
H -2.959 8.255 3.212 0.43
H -2.081 6.940 2.445 0.28
H -5.034 7.647 2.133 0.48
H -4.418 6.273 3.041 0.24
H -5.671 5.235 -0.385 0.33
H -6.317 6.530 0.574 0.40
H -5.875 3.645 1.462 0.09
H -7.366 4.563 1.379 0.39
H -6.188 4.938 2.631 0.27
H -2.314 5.720 0.596 0.35
H -3.397 4.696 -0.274 0.35
H -3.094 4.462 2.777 0.29
H -2.056 3.625 1.632 0.27
H -3.767 3.270 1.659 -0.01
C 0.408 -6.782 1.519 -1.32
C -0.617 -7.892 1.330 -0.47
N -1.180 -7.931 -0.006 0.14
C -2.342 -8.798 -0.114 -0.69
C -2.145 -10.302 0.112 -0.97
C -0.221 -8.022 -1.093 -0.15
C 0.739 -9.218 -1.105 -1.09
H -0.018 -5.810 1.263 0.24
H 0.723 -6.747 2.563 0.51
H 1.303 -6.940 0.915 0.29
H -1.430 -7.713 2.039 0.49
H -0.158 -8.850 1.618 0.23
H -2.803 -8.646 -1.095 0.35
H -3.087 -8.442 0.605 0.41
H -1.661 -10.778 -0.740 0.23
H -3.118 -10.782 0.236 0.40
H -1.560 -10.511 1.008 0.28
H 0.380 -7.108 -1.091 -0.19
H -0.759 -7.989 -2.044 0.38
H 1.156 -9.429 -0.120 0.23
H 1.577 -9.008 -1.774 0.42
H 0.258 -10.122 -1.477 0.32



# 2
13
Properties=species:S:1:pos:R:3:mulliken_charge:R:1 method="wB97M-V/def2-TZVPD" largest_force_ev_per_a=4.06 homo_ev="-9.11 / -8.54" lumo_energy_ev="0.3 / -2.4" total_energy_ev=-22664.431
C -0.096 0.595 -1.653 0.22
C 2.252 -0.371 0.720 -0.86
N -2.691 -0.764 -0.998 -0.32
O 0.655 1.201 -2.317 -0.25
O -0.425 -0.038 1.263 -0.65
O 1.055 1.894 0.660 -0.52
O -3.054 -0.541 0.249 -0.27
S 0.666 0.526 0.444 1.00
H 2.163 -0.361 1.794 0.33
H 2.307 -1.465 0.391 0.31
H 2.928 0.245 0.229 0.34
H -3.512 -0.566 -1.625 0.21
H -2.247 -0.355 0.842 0.45



# 3
54
Properties=species:S:1:pos:R:3:mulliken_charge:R:1 method="wB97M-V/def2-TZVPD" largest_force_ev_per_a=2.21 homo_ev=-9.45 smiles=CCO.CCO.CCO.CCO.CO.CO.CO lumo_energy_ev=0.4 total_energy_ev=-26320.975
C -0.285 -1.315 -2.931 -0.53
C -1.198 -1.366 -4.131 -0.45
O -2.306 -0.495 -3.877 -0.51
H -0.045 -0.274 -2.708 0.17
H 0.644 -1.858 -3.103 0.31
H -0.786 -1.702 -2.042 0.09
H -1.602 -2.359 -4.351 0.34
H -0.663 -1.075 -5.040 0.34
H -2.855 -0.534 -4.666 0.27
C -2.008 2.843 -2.654 -0.96
C -2.955 1.989 -1.819 -0.34
O -2.229 0.876 -1.323 -0.48
H -2.499 3.793 -2.882 0.39
H -1.759 2.346 -3.592 0.24
H -1.081 3.084 -2.135 0.23
H -3.837 1.642 -2.361 0.29
H -3.303 2.552 -0.952 0.34
H -2.169 0.232 -2.043 0.17
C 3.376 -2.356 -1.711 -1.13
C 3.313 -0.832 -1.542 0.37
O 4.621 -0.423 -1.906 -0.57
H 3.447 -2.759 -2.720 0.30
H 2.426 -2.722 -1.299 0.23
H 4.168 -2.839 -1.140 0.36
H 3.103 -0.556 -0.507 0.00
H 2.572 -0.457 -2.252 0.15
H 4.601 0.391 -2.418 0.32
C -1.123 -0.332 5.368 -1.33
C -0.896 -0.182 3.874 0.37
O -1.180 1.170 3.552 -0.57
H -0.295 0.201 5.840 0.28
H -1.089 -1.362 5.727 0.37
H -2.066 0.076 5.730 0.32
H -1.568 -0.845 3.317 -0.05
H 0.106 -0.514 3.581 0.21
H -0.969 1.246 2.607 0.53
C 0.762 0.679 0.310 -0.52
O -0.475 1.030 0.908 -0.46
H 0.758 -0.384 0.050 0.14
H 0.949 1.268 -0.591 0.34
H 1.637 0.806 0.948 0.18
H -1.136 0.938 0.204 0.20
C -2.017 -2.247 0.763 -0.35
O -0.883 -2.950 0.253 -0.53
H -2.878 -2.538 0.165 0.28
H -2.173 -2.559 1.797 0.35
H -1.830 -1.175 0.695 0.02
H -0.166 -2.877 0.887 0.28
C 2.460 2.551 3.987 -0.55
O 3.320 1.659 3.279 -0.49
H 1.414 2.482 3.680 0.22
H 2.515 2.464 5.069 0.25
H 2.769 3.567 3.722 0.30
H 3.363 2.000 2.383 0.27



# 4
44
Properties=species:S:1:pos:R:3:mulliken_charge:R:1 method="wB97M-V/def2-TZVPD" largest_force_ev_per_a=10.60 homo_ev=-8.26 lumo_energy_ev=-2.1 total_energy_ev=-94581.858
K -5.031 2.436 -13.454 0.99
N -1.391 3.506 -16.703 -0.33
S -0.794 4.851 -17.034 1.11
O 0.228 5.067 -18.042 -0.58
O -0.721 5.870 -16.001 -0.60
F -2.058 5.485 -17.794 -0.32
S 0.197 3.029 -16.002 1.04
O 0.606 3.828 -14.797 -0.51
O 1.275 2.590 -16.877 -0.53
F -0.410 1.608 -15.460 -0.27
C -9.172 6.619 -17.152 -0.70
O -9.700 7.580 -16.243 -0.32
P -8.677 8.416 -15.236 1.04
O -8.087 7.466 -14.223 -0.70
O -9.460 9.708 -14.673 -0.30
C -10.720 9.607 -14.121 -0.61
O -7.534 9.039 -16.255 -0.29
C -7.720 10.062 -17.218 -0.66
H -9.472 6.853 -18.173 0.27
H -9.516 5.630 -16.850 0.27
H -8.084 6.558 -17.186 0.31
H -11.205 8.901 -14.795 0.33
H -11.118 10.602 -13.922 0.22
H -10.650 9.241 -13.097 0.26
H -6.936 9.953 -17.967 0.29
H -7.400 11.065 -16.937 0.28
H -8.745 10.130 -17.582 0.31
C -0.588 1.793 -6.102 -0.69
O 0.296 1.180 -7.021 -0.21
P 0.539 1.681 -8.510 0.94
O -0.637 1.521 -9.433 -0.69
O 1.039 3.233 -8.488 -0.31
C 2.294 3.589 -8.016 -0.63
O 1.897 0.834 -8.790 -0.31
C 2.319 -0.110 -9.806 -0.61
H -1.540 1.897 -6.623 0.33
H -0.276 2.762 -5.710 0.27
H -0.817 1.152 -5.251 0.25
H 2.393 4.475 -7.389 0.27
H 2.923 3.679 -8.902 0.27
H 2.663 2.750 -7.425 0.30
H 3.168 0.299 -10.354 0.25
H 1.494 -0.230 -10.507 0.29
H 2.492 -1.079 -9.337 0.25



# 5
68
Properties=species:S:1:pos:R:3:mulliken_charge:R:1 method="wB97M-V/def2-TZVPD" largest_force_ev_per_a=3.23 homo_ev=-9.67 lumo_energy_ev=-2.3 total_energy_ev=-104666.898
Cl -4.222 1.353 -0.944 -0.29
B -3.722 -0.305 -1.594 0.89
Cl -5.131 -1.528 -1.718 -0.32
Cl -2.959 -0.093 -3.310 -0.28
O -2.744 -0.879 -0.646 -0.51
C -1.779 -1.698 -1.005 -0.49
C -1.867 -3.109 -0.675 0.52
C -0.906 -3.981 -1.224 -0.20
C -0.843 -5.321 -0.846 -0.99
C -1.777 -5.822 0.070 0.45
Cl -1.700 -7.466 0.538 -0.18
C -2.775 -4.982 0.592 -0.89
C -2.845 -3.651 0.207 -0.08
H -1.192 -1.462 -1.910 0.63
H -0.214 -3.591 -1.971 0.48
H -0.072 -5.971 -1.249 0.42
H -3.499 -5.399 1.298 0.40
H -3.648 -3.013 0.574 0.49
C -1.408 4.532 1.903 -1.10
Si -0.412 4.022 0.388 0.42
C -0.704 5.311 -0.952 -1.15
C 1.397 4.210 0.894 -1.02
C -0.914 2.297 -0.205 -0.15
Si 0.321 0.939 0.120 -1.28
H -0.451 -0.484 -0.306 0.23
C 1.857 1.199 -0.929 -0.28
Si 1.977 0.105 -2.460 0.01
C 3.510 0.541 -3.455 -1.08
C 2.084 -1.688 -1.911 -0.26
C 0.481 0.414 -3.540 -0.31
C 0.820 0.921 1.924 -0.25
Si 0.960 -0.716 2.853 0.16
C 2.708 -1.406 2.732 -1.00
C 0.580 -0.288 4.645 -1.16
C -0.234 -2.037 2.276 -0.83
H -1.224 3.872 2.760 0.31
H -1.131 5.552 2.205 0.30
H -2.487 4.530 1.692 0.32
H -0.175 5.066 -1.882 0.33
H -1.771 5.418 -1.183 0.31
H -0.339 6.291 -0.613 0.33
H 2.113 3.796 0.176 0.33
H 1.609 5.285 0.975 0.44
H 1.605 3.769 1.877 0.24
H -1.877 2.001 0.255 0.17
H -1.140 2.324 -1.286 0.37
H 1.888 2.250 -1.266 0.28
H 2.753 1.035 -0.299 0.62
H 3.645 -0.184 -4.273 0.30
H 3.422 1.543 -3.898 0.30
H 4.413 0.521 -2.829 0.31
H 2.406 -2.307 -2.759 0.38
H 2.822 -1.811 -1.106 0.31
H 1.126 -2.074 -1.546 -0.42
H 0.471 -0.285 -4.388 0.32
H -0.475 0.291 -3.017 -0.47
H 0.494 1.432 -3.953 0.39
H 1.808 1.423 2.007 0.37
H 0.111 1.549 2.491 0.11
H 2.739 -2.413 3.172 0.35
H 3.050 -1.484 1.691 0.23
H 3.426 -0.781 3.281 0.32
H 0.273 -1.185 5.196 0.35
H 1.456 0.145 5.150 0.30
H -0.238 0.444 4.699 0.31
H -0.442 -2.717 3.115 0.53
H -1.188 -1.618 1.937 0.17
H 0.183 -2.632 1.454 0.21



# 6
16
Properties=species:S:1:pos:R:3:lowdin_spin:R:1 method="wB97M-V/def2-TZVPD" total_charge=+3 largest_force_ev_per_a=3.83 spin_multiplicity=6 homo_ev="-21.75 / -21.68" s2=8.76 lumo_energy_ev="-15.0 / -17.0" total_energy_ev=-16011.648
O -1.053 -1.747 -1.824 0.40
C 0.045 -1.278 -2.277 0.28
C 1.197 -1.165 -1.492 0.47
O 1.062 -1.452 -0.178 0.15
Ru -1.528 -2.594 -0.226 3.61
H 0.077 -0.843 -3.284 0.01
H 2.129 -0.718 -1.831 0.01
C -1.075 2.629 0.797 0.01
C -0.281 1.662 1.221 0.01
O -0.201 0.493 0.443 0.02
C 0.326 -0.605 0.843 0.04
O 0.532 -0.758 2.100 0.00
H -1.660 2.535 -0.118 0.00
H 0.353 1.673 2.103 0.00
H -1.191 3.517 1.416 0.00
H 1.271 -1.350 2.307 0.00



# 7
12
Properties=species:S:1:pos:R:3:mulliken_charge:R:1 method="wB97M-V/def2-TZVPD" largest_force_ev_per_a=0.50 homo_ev=-9.98 smiles="[H]/N=C/NC(C)=O" lumo_energy_ev=0.9 total_energy_ev=-8236.102
C 1.834 -0.549 0.732 -0.97
C 0.345 -0.356 0.568 0.65
O -0.447 -0.829 1.362 -0.60
N -0.115 0.404 -0.489 -0.22
C -1.507 0.546 -0.585 0.05
N -2.119 0.542 -1.692 -0.63
H 1.981 -1.525 1.199 0.28
H 2.411 -0.495 -0.195 0.34
H 2.195 0.217 1.425 0.25
H 0.500 0.756 -1.212 0.25
H -1.966 0.608 0.405 0.32
H -3.113 0.673 -1.501 0.27



# 8
21
Properties=species:S:1:pos:R:3:mulliken_charge:R:1 method="wB97M-V/def2-TZVPD" largest_force_ev_per_a=0.81 homo_ev=-8.93 smiles=C[C@@H]1[C@H](C)C1(C)C lumo_energy_ev=1.1 total_energy_ev=-7484.583
C -1.621 -1.142 -0.482 -1.56
C -0.572 -0.163 -0.920 -0.06
C -0.330 1.170 -0.286 -0.12
C -1.178 1.596 0.942 -1.29
C 0.751 -0.025 -0.228 1.25
C 1.053 -0.395 1.216 -1.69
C 1.985 -0.494 -1.044 -1.51
H -1.350 -2.122 -0.886 0.39
H -2.612 -0.864 -0.853 0.38
H -1.670 -1.231 0.608 0.31
H -0.456 -0.115 -2.005 0.38
H -0.119 2.015 -0.938 0.43
H -1.719 2.544 0.777 0.36
H -0.562 1.751 1.832 0.27
H -1.959 0.868 1.216 0.30
H 1.504 0.509 1.641 0.35
H 1.786 -1.203 1.371 0.41
H 0.154 -0.634 1.780 0.39
H 2.027 -0.356 -2.132 0.35
H 2.976 -0.221 -0.629 0.31
H 1.791 -1.566 -0.909 0.39